The following is a DFT calculation (the ωB97M-V functional and the def2-TZVPD basis) of a structure of composition C29H37N3NiO at a distorted geometry.

Each line ends with the Löwdin charge.
Cartesian coordinates (Å):
Ni 0.02242 0.72829 0.79744  0.323
N 2.18260 3.13438 0.94934  0.101
N -0.03097 1.69039 -1.35999  -0.086
C -0.99852 -0.70484 1.90592  -0.284
C -1.67783 0.56621 1.92461  -0.271
C -0.76073 1.53861 2.45260  -0.316
C -1.05397 2.96382 2.75165  -0.063
H -1.92783 3.30609 2.18943  0.065
H -0.20037 3.59949 2.49509  0.064
H -1.26316 3.10539 3.82005  0.069
C 0.46161 0.86639 2.79280  -0.287
C 1.61045 1.48111 3.50322  -0.070
H 1.38385 1.64125 4.56681  0.067
H 1.85525 2.43699 3.02711  0.038
H 2.49128 0.83630 3.43680  0.056
C 0.30570 -0.52111 2.46975  -0.282
C 1.24496 -1.61261 2.84927  -0.072
H 2.28047 -1.25312 2.86489  0.058
H 1.16203 -2.46067 2.15929  0.067
H 1.02058 -1.99562 3.85816  0.075
C -3.08697 0.83987 1.52936  -0.064
H -3.62642 1.33865 2.34460  0.066
H -3.61466 -0.08484 1.28773  0.057
H -3.13748 1.50136 0.65239  0.067
C -1.56237 -2.02610 1.51350  -0.050
H -0.82952 -2.58303 0.91210  0.074
H -2.46583 -1.90244 0.90783  0.056
H -1.81686 -2.64333 2.39179  0.071
C 3.39283 3.70703 0.98731  -0.165
H 3.96212 3.59653 1.91888  0.098
C 3.92984 4.41572 -0.09844  -0.122
H 4.92922 4.83456 -0.00360  0.075
C 3.16156 4.57685 -1.25464  -0.111
H 3.52953 5.14052 -2.10741  0.085
C 1.89388 4.00448 -1.28365  -0.035
H 1.21598 4.11552 -2.13013  0.088
C 1.47199 3.23112 -0.18041  -0.280
C 0.19289 2.51910 -0.22394  -0.200
H -0.67450 3.14282 0.05380  0.103
C -0.19387 0.38806 -0.98275  -0.114
C -0.33332 1.82633 -2.71779  -0.066
H -0.22609 2.76377 -3.23389  0.087
C -0.71416 0.61235 -3.15407  -0.073
H -1.04176 0.27755 -4.12341  0.101
N -0.67710 -0.25931 -2.05234  -0.017
C -1.13832 -1.62769 -2.07479  -0.130
C -2.50588 -1.91053 -1.92146  -0.213
C -2.90360 -3.25069 -1.89784  -0.081
H -3.96294 -3.48511 -1.78253  0.078
C -1.97558 -4.28280 -2.02538  -0.285
C -2.40784 -5.71715 -2.02131  -0.411
H -2.08039 -6.22423 -1.10580  0.023
H -1.97101 -6.26232 -2.86701  0.008
H -3.49625 -5.79384 -2.08175  -0.001
C -0.62676 -3.96952 -2.18821  -0.076
H 0.10788 -4.76735 -2.29488  0.078
C -0.19491 -2.64380 -2.25890  -0.204
C 1.22700 -2.32504 -2.57898  -0.059
H 1.31865 -1.83478 -3.55910  0.079
H 1.77992 -3.26896 -2.63377  0.062
H 1.71288 -1.70113 -1.81176  0.059
C -3.54599 -0.83778 -1.81874  -0.065
H -3.95819 -0.58821 -2.80851  0.073
H -3.17347 0.08608 -1.35973  0.065
H -4.38472 -1.20423 -1.20818  0.069
C 3.64254 0.09310 0.25971  -0.151
O 2.51733 -0.72867 -0.03195  -0.158
H 4.55633 -0.50539 0.39897  0.067
H 3.77375 0.77541 -0.58532  0.079
H 3.47015 0.67982 1.17515  0.057
H 2.43266 -1.38505 0.67501  0.053

Computed properties:
- Calculated total energy: -2874.87623 Ha
- Charge: -2
- Multiplicity: 3
- Energy above the lowest of the compared OMol25 structures with the same formula, charge and spin: 0.0 kcal/mol
- E_HOMO (alpha / beta): 0.1066 / 0.0014 hartree
- HOMO-LUMO gap (alpha / beta): 0.06084 / 0.16516 Ha

The following is a DFT calculation (the ωB97M-V functional and the def2-TZVPD basis) of a structure of composition C29H37N5OV at a distorted geometry.

Each line ends with the Löwdin charge.
Cartesian coordinates (Å):
V 0.41653 0.44446 0.19941  0.667
N 4.59382 2.90075 -0.80262  0.088
N -0.40272 -0.03853 -2.74113  -0.012
C -0.52374 0.61482 2.01760  -0.332
C -0.42710 1.89246 1.36272  -0.341
C 0.97658 2.16071 1.07057  -0.300
C 1.61739 3.45872 0.68127  -0.152
H 0.87061 4.26912 0.75843  0.105
H 2.73293 4.69006 -0.64246  0.110
H 2.42584 3.67746 1.39843  0.107
C 1.72103 1.05639 1.64230  -0.348
C 3.18293 1.05111 1.84883  -0.062
H 3.44220 1.40604 2.86042  0.080
H 3.69147 1.70203 1.12483  0.049
H 3.58772 0.03772 1.74996  0.047
C 0.80651 0.09481 2.17994  -0.344
C 1.20301 -1.14399 2.89292  -0.051
H 2.15801 -1.50924 2.49635  0.064
H 0.45604 -1.92861 2.73988  0.065
H 1.32450 -0.99113 3.97750  0.077
C -1.56669 2.79595 1.10852  -0.058
H -1.88325 3.28829 2.04051  0.075
H -2.42195 2.21500 0.73951  0.054
H -1.31345 3.57245 0.37580  0.070
C -1.75174 -0.04258 2.52645  -0.040
H -1.59881 -1.12757 2.52018  0.066
H -2.60128 0.17475 1.87054  0.065
H -2.01173 0.26151 3.55336  0.079
C 5.60429 2.40700 -1.54172  -0.161
H 6.62184 2.64232 -1.21953  0.092
C 5.40754 1.66656 -2.72648  -0.106
H 6.26250 1.42875 -3.36586  0.088
C 4.10138 1.28876 -3.05359  -0.085
H 3.87828 0.63346 -3.90150  0.108
C 3.04970 1.80153 -2.28206  -0.015
H 2.00283 1.52244 -2.45517  0.099
C 3.34552 2.73439 -1.25231  -0.281
C 2.27966 3.68105 -0.70376  -0.133
H 1.49140 3.70834 -1.47897  0.112
C -0.85684 -0.30642 -1.51007  -0.245
C -1.46502 0.13031 -3.59504  -0.195
H -1.33752 0.42987 -4.62066  0.069
C -2.61737 -0.20820 -2.92310  -0.111
H -3.62271 -0.32033 -3.29163  0.086
N -2.22745 -0.52168 -1.61599  -0.056
C -3.03196 -1.20513 -0.67801  -0.134
C -4.33072 -0.73504 -0.41510  -0.207
C -5.17450 -1.51963 0.37910  -0.021
H -6.20551 -1.18908 0.54959  0.110
C -4.72684 -2.70828 0.96148  -0.284
C -5.64200 -3.52564 1.82623  -0.073
H -5.08468 -4.04478 2.61531  0.073
H -6.17757 -4.28386 1.23789  0.076
H -6.39297 -2.87965 2.29274  0.070
C -3.41433 -3.13121 0.72279  -0.020
H -3.04854 -4.06366 1.16516  0.112
C -2.55738 -2.41237 -0.11518  -0.185
C -1.22762 -3.00938 -0.47865  -0.055
H -1.19494 -3.40087 -1.50903  0.094
H -1.03168 -3.86363 0.18267  0.068
H -0.38800 -2.30423 -0.36742  0.038
C -4.83117 0.57694 -0.91811  -0.045
H -4.78966 0.67333 -2.00542  0.056
H -4.28350 1.42103 -0.47768  0.081
H -5.88430 0.65751 -0.62494  0.071
N 3.23043 -3.19575 -0.47170  0.156
C 3.14582 -1.84977 -0.61420  -0.624
N 4.28433 -1.16495 -0.32035  0.171
O 2.07183 -1.28935 -0.94188  -0.010
H 4.13204 -3.63670 -0.39596  0.090
H 2.43184 -3.73915 -0.76526  0.110
H 4.34828 -0.19503 -0.60630  0.088
H 5.15061 -1.68283 -0.24035  0.101

Computed properties:
- Calculated total energy: -2420.24973 Ha
- Charge: -1
- Multiplicity: 3
- Energy above the lowest of the compared OMol25 structures with the same formula, charge and spin: 0.0 kcal/mol
- E_HOMO (alpha / beta): -0.0685 / -0.0270 hartree
- HOMO-LUMO gap (alpha / beta): 0.16139 / 0.11981 Ha

The following is a DFT calculation (the ωB97M-V functional and the def2-TZVPD basis) of a cluster of 2 separate species, C29H38BI3N5O9PS3 in total at a distorted geometry.

Each line ends with the Löwdin charge.
Cartesian coordinates (Å):
C 3.21049 5.47618 3.49975  -0.110
C 3.37143 4.55645 2.27306  -0.255
C 3.25066 5.28628 0.91293  -0.187
C 2.12473 4.77663 -0.00957  -0.219
N 2.59256 3.92366 -1.10784  -0.019
C 2.03378 2.59268 -1.06876  -0.261
C 2.50532 1.70327 -0.09013  -0.048
C 1.98576 0.39093 0.00212  -0.397
C 0.99774 -0.09867 -0.87553  -0.215
C 0.50867 0.79083 -1.86912  -0.273
C -0.55750 0.33800 -2.81201  -0.729
I -2.57005 0.92287 -2.33667  0.924
C -0.39132 -0.40353 -3.90919  -0.777
C -1.47609 -0.86202 -4.83745  -0.211
I 1.55482 -0.99124 -4.41687  0.958
C 1.03016 2.13576 -1.96972  -0.216
P 0.35052 3.21696 -3.30154  0.743
N 1.06357 4.58919 -3.59902  -0.331
N 0.45730 -1.39879 -0.82292  -0.063
C -0.88293 -1.43312 -0.21548  -0.205
C -0.92265 -1.51527 1.31423  -0.176
C -2.37054 -1.34933 1.76279  -0.202
C -2.54574 -1.10001 3.27637  -0.195
C -3.55343 0.03435 3.52303  -0.254
C -4.91761 -0.23675 2.90891  -0.260
C -5.90321 0.94155 2.99993  -0.452
S -5.17512 2.52824 2.52801  1.004
C -5.88431 2.77414 0.95982  -0.690
N -6.92636 2.22945 0.38195  0.037
N -7.00418 2.82030 -0.86439  0.042
C -6.01042 3.67417 -0.94201  -0.162
O -5.25310 3.68448 0.19632  0.009
C 1.31951 -2.44222 -0.36043  -0.265
C 1.14483 -3.76400 -0.90692  -0.572
I -0.19734 -4.15713 -2.48145  1.115
C 1.96100 -4.83515 -0.42863  -0.076
C 2.95533 -4.63649 0.55704  -0.140
C 3.81583 -5.76861 1.06765  -0.164
O 3.29564 -7.01099 0.63121  -0.142
O 3.94684 -8.02801 1.36815  -0.029
C 3.17221 -3.32307 1.08449  -0.068
B 4.30532 -3.00624 2.13047  -0.646
O 4.05772 -2.60920 3.44034  0.124
O 5.64006 -3.14000 1.72221  0.132
C 2.33009 -2.26658 0.61667  -0.364
S 2.62443 -0.64366 1.29921  1.041
H 3.33950 6.52311 3.23685  0.059
H 3.89465 5.18537 4.29475  0.060
H 2.20794 5.35205 3.91142  0.066
H 2.62361 3.76627 2.32249  0.089
H 4.34222 4.06089 2.32223  0.094
H 3.13097 6.35420 1.09929  0.092
H 4.19148 5.18353 0.36756  0.101
H 1.38827 4.25308 0.60392  0.112
H 1.60483 5.65020 -0.41516  0.100
H 3.59394 3.79723 -1.03664  0.100
H 3.28283 2.00486 0.60155  0.097
H -1.09277 -1.43686 -5.69032  -0.007
H -1.95228 0.04459 -5.23514  0.071
H -2.22654 -1.43921 -4.30253  0.058
H -0.99339 3.35196 -2.91872  -0.053
H 0.37756 2.38268 -4.43195  0.013
H 0.44026 5.37027 -3.44321  -0.069
H -1.37188 -0.49965 -0.49061  0.005
H -1.49061 -2.22626 -0.64608  0.083
H -0.28548 -0.72804 1.72687  0.101
H -0.50184 -2.46796 1.64674  0.121
H -2.96283 -2.20168 1.43393  0.123
H -2.73951 -0.46097 1.24107  0.102
H -2.98291 -2.00099 3.71821  0.105
H -1.59981 -0.90124 3.77494  0.106
H -3.10743 0.96880 3.18400  0.081
H -3.70246 0.10805 4.60729  0.111
H -4.87203 -0.53478 1.86313  0.109
H -5.37091 -1.06601 3.45905  0.117
H -6.70024 0.75648 2.27880  0.064
H -6.40009 1.00949 3.96479  0.074
H -5.77728 4.31860 -1.76868  0.126
H 1.81358 -5.82528 -0.83756  0.089
H 4.86518 -5.64252 0.79451  0.134
H 3.75571 -5.75163 2.16552  0.132
H 3.39584 -8.13336 2.15661  0.096
H 4.12640 -1.64887 3.48703  0.080
H 5.84714 -2.40278 1.13603  0.108
O -2.12034 -4.79159 -7.24982  -0.459
S -1.43076 -3.89854 -6.29750  0.179
O -0.13289 -4.49017 -5.87326  -0.523
O -2.28860 -3.69783 -5.07199  -0.527
O -1.18341 -2.56176 -6.92048  -0.479

Computed properties:
- Calculated total energy: -4532.56658 Ha
- Charge: -2
- E_HOMO: -0.0317 hartree
- HOMO-LUMO gap: 0.13898 Ha